No. 1
A molecular structure, C18H23CrN4O3, computed with ωB97M-V with the def2-TZVPD basis set.

```
49
Properties=species:S:1:pos:R:3:forces:R:3:lowdin_spin:R:1
Cr 0.045 0.546 -0.868 -0.07 0.09 -0.26 2.911
C 1.130 3.457 -1.671 0.00 0.00 -0.03 0.002
C 1.654 3.024 -0.315 -0.06 -0.15 -0.05 0.006
N 1.814 1.551 -0.358 0.20 -0.07 0.17 -0.011
C 2.317 0.929 0.906 -0.15 0.08 -0.05 0.002
C 1.129 0.609 1.773 -0.14 0.04 -0.18 0.008
C 1.132 0.438 3.139 0.03 0.04 0.13 -0.002
C -0.083 0.232 3.782 0.01 -0.01 0.06 0.014
C -1.276 0.265 3.068 -0.04 0.03 0.14 -0.002
C -1.217 0.441 1.704 0.13 0.04 -0.17 0.009
C -2.384 0.596 0.766 0.11 0.10 -0.02 0.001
N -1.904 1.321 -0.448 -0.10 -0.17 0.11 -0.002
C -1.886 2.795 -0.333 0.07 -0.10 -0.04 0.006
C -1.365 3.344 -1.649 -0.02 -0.01 -0.02 0.002
N -0.089 2.703 -2.054 0.06 -0.27 0.03 0.036
N -0.026 0.541 1.089 0.00 -0.07 0.42 -0.024
H 1.895 3.256 -2.423 -0.01 0.00 -0.02 0.000
H 0.953 4.534 -1.676 -0.03 0.03 -0.02 0.000
H 0.962 3.274 0.489 -0.01 -0.02 0.03 0.000
H 2.604 3.513 -0.100 0.04 0.02 0.01 0.000
H 2.486 1.332 -1.093 0.01 -0.03 0.02 0.002
H 3.009 1.596 1.421 0.03 0.03 0.03 0.000
H 2.850 0.015 0.651 0.02 -0.04 -0.06 0.001
H 2.059 0.493 3.696 -0.04 -0.02 -0.01 0.000
H -0.104 0.092 4.856 0.00 0.01 -0.04 0.001
H -2.232 0.182 3.570 0.04 -0.01 -0.01 0.000
H -3.202 1.130 1.249 -0.04 0.03 0.03 0.000
H -2.754 -0.382 0.462 0.00 -0.03 -0.05 0.001
H -2.522 1.075 -1.219 0.01 -0.05 0.00 0.002
H -1.247 3.068 0.507 0.01 -0.02 0.02 0.000
H -2.883 3.186 -0.129 -0.04 0.02 0.00 0.001
H -1.261 4.428 -1.585 0.02 0.03 -0.02 0.000
H -2.101 3.140 -2.429 0.00 0.00 -0.02 0.000
H -0.094 2.622 -3.064 0.01 0.03 -0.02 0.002
O -2.079 -3.587 -1.356 0.13 0.00 0.05 0.001
C -0.861 -4.032 -1.008 -0.21 0.10 0.00 0.003
C -0.737 -5.397 -0.772 0.00 -0.18 0.02 -0.001
C 0.482 -5.925 -0.412 -0.02 -0.03 0.00 0.004
C 1.624 -5.118 -0.277 0.01 -0.05 0.01 0.000
C 1.517 -3.778 -0.511 0.06 0.03 -0.03 0.002
C 0.274 -3.206 -0.869 0.01 0.13 -0.20 0.001
C 0.202 -1.800 -1.095 0.14 0.12 0.02 0.011
O -0.911 -1.154 -1.316 0.22 0.19 0.10 0.012
O 1.235 -1.016 -1.021 -0.36 0.13 -0.04 0.004
H -2.056 -2.632 -1.517 0.03 -0.04 -0.01 0.000
H -1.615 -6.018 -0.887 0.04 0.01 0.01 0.000
H 0.561 -6.991 -0.236 0.00 0.02 0.00 0.000
H 2.573 -5.556 0.001 -0.04 0.01 -0.02 0.000
H 2.384 -3.134 -0.436 -0.04 0.00 0.00 0.000
```
Forces are in eV/Å.

## Properties
Spin multiplicity ... 4
HOMO level (spin up / spin down) ... -0.5126 / -0.5129 Ha
Orbital gap (spin up / spin down) ... 6.756 / 7.139 eV
Total charge ... +2



No. 2
A single C2H6N2O2S molecule, computed with ωB97M-V with the def2-TZVPD basis set.

```
13
Properties=species:S:1:pos:R:3:forces:R:3:lowdin_charge:R:1
N 0.187 -1.654 -1.527 2.31 0.70 1.06 0.012
N -0.667 -1.152 -0.495 -1.15 -0.68 -1.40 -0.189
C -0.115 -0.559 0.586 1.26 1.83 2.82 -0.232
C 0.924 0.990 0.392 -1.64 -2.25 1.19 -0.205
S -0.060 2.244 0.566 0.71 1.09 -1.23 0.752
O 0.359 3.653 0.622 -0.80 -2.30 0.28 -0.333
O -1.398 1.839 0.217 -0.70 1.28 -0.02 -0.359
H 1.080 -1.911 -1.014 -1.33 0.37 -1.07 0.098
H -0.161 -2.507 -1.917 -0.57 -0.58 0.17 0.056
H -1.431 -0.575 -0.865 0.71 -0.39 -0.17 0.130
H -1.035 -0.077 1.065 1.78 -1.05 0.20 0.100
H 0.590 -1.255 1.278 -1.71 1.66 -1.68 0.147
H 1.727 0.964 1.094 1.14 0.30 -0.17 0.025
```
Forces are in eV/Å.

## Properties
Spin multiplicity ... 1
HOMO level ... -0.3134 Ha
Orbital gap ... 8.108 eV



E_tot for the records above, in order: -59552.4101; -20076.5357 eV
Energy relative to the best compared isomer or geometry (same formula, charge and spin) for the records above, in order: 0.0; 535.6 kJ/mol